# 1
This record from the Open Molecules 2025 dataset describes a structure of composition C55H60AsFNO4S2Ti at a distorted geometry. The level of theory is wB97M-V/def2-TZVPD.

Molar mass ... 1005.01 g mol⁻¹
F_max ... 1.27 eV Å⁻¹
HOMO ... -15.1 eV
Charge ... +3

Positions of all 125 atoms, in Å:
Ti1 -0.048 0.331 1.399
C1 -2.375 3.991 3.338
C2 -2.138 2.529 3.749
C3 -2.374 2.407 5.261
C4 -2.989 1.553 2.953
C5 -4.315 1.869 2.692
C6 -5.138 0.990 2.009
C7 -4.646 -0.220 1.553
C8 -3.325 -0.594 1.775
C9 -2.853 -1.948 1.262
C10 -3.591 -2.366 -0.009
C11 -3.031 -3.066 2.301
C12 -2.504 0.316 2.484
N1 -1.149 -0.083 2.814
C13 -0.932 -0.756 4.033
C14 -1.905 -1.020 4.996
C15 -1.549 -1.681 6.160
C16 -0.238 -2.090 6.379
C17 0.745 -1.840 5.429
C18 0.357 -1.183 4.291
F1 1.258 -0.886 3.299
H1 -1.574 4.628 3.715
H2 -3.302 4.370 3.769
H3 -2.474 4.149 2.256
H4 -1.086 2.284 3.566
H5 -3.432 2.545 5.489
H6 -1.818 3.183 5.788
H7 -2.063 1.441 5.654
H8 -4.722 2.808 3.041
H9 -6.174 1.251 1.831
H10 -5.309 -0.889 1.020
H11 -1.787 -1.880 1.017
H12 -4.594 -2.732 0.218
H13 -3.057 -3.179 -0.501
H14 -3.689 -1.542 -0.712
H15 -4.053 -3.063 2.685
H16 -2.350 -2.983 3.138
H17 -2.875 -4.038 1.827
H18 -2.930 -0.716 4.825
H19 -2.305 -1.885 6.906
H20 0.023 -2.604 7.293
H21 1.773 -2.145 5.572
C19 -0.531 5.959 -3.907
C20 -0.842 4.636 -3.276
C21 -2.111 4.070 -3.374
C22 -2.392 2.836 -2.808
C23 -1.378 2.147 -2.159
C24 -0.103 2.693 -2.026
C25 0.150 3.934 -2.580
S1 -1.808 0.564 -1.481
O1 -0.697 0.389 -0.399
C26 -1.461 -0.678 -2.699
C27 -2.646 -1.296 -3.162
C28 -2.572 -2.305 -4.073
C29 -1.319 -2.762 -4.537
C30 -1.229 -3.831 -5.461
C31 -0.015 -4.242 -5.928
C32 1.168 -3.601 -5.498
C33 1.117 -2.568 -4.608
C34 -0.130 -2.122 -4.091
C35 -0.215 -1.036 -3.174
C36 1.040 -0.270 -2.919
C37 1.453 0.677 -3.904
C38 0.663 0.968 -5.042
C39 1.072 1.910 -5.945
C40 2.287 2.601 -5.761
C41 3.075 2.334 -4.675
C42 2.679 1.370 -3.722
C43 3.493 1.079 -2.594
C44 3.102 0.158 -1.672
C45 1.863 -0.503 -1.844
S2 1.298 -1.597 -0.577
O2 1.398 -0.666 0.699
C46 2.673 -2.684 -0.354
C47 2.806 -3.700 -1.292
C48 3.852 -4.595 -1.156
C49 4.753 -4.501 -0.093
C50 5.896 -5.462 0.038
C51 4.575 -3.479 0.841
C52 3.540 -2.565 0.721
H22 -1.434 6.472 -4.232
H23 0.107 5.816 -4.782
H24 0.008 6.608 -3.217
H25 -2.896 4.606 -3.891
H26 -3.389 2.416 -2.881
H27 0.679 2.151 -1.507
H28 1.141 4.365 -2.491
H29 -3.607 -0.961 -2.793
H30 -3.476 -2.774 -4.442
H31 -2.140 -4.310 -5.795
H32 0.047 -5.056 -6.638
H33 2.122 -3.929 -5.889
H34 2.033 -2.078 -4.303
H35 -0.268 0.440 -5.202
H36 0.465 2.120 -6.815
H37 2.601 3.334 -6.492
H38 4.017 2.850 -4.538
H39 4.442 1.589 -2.491
H40 3.731 -0.096 -0.827
H41 2.108 -3.794 -2.117
H42 3.968 -5.390 -1.882
H43 5.707 -6.384 -0.510
H44 6.086 -5.711 1.081
H45 6.808 -5.017 -0.365
H46 5.260 -3.398 1.676
H47 3.403 -1.779 1.451
O3 -0.765 2.498 1.025
H48 -0.696 2.880 0.137
H49 -1.348 3.063 1.554
O4 0.243 -3.137 1.763
H50 -0.389 -3.866 1.719
H51 1.030 -3.522 2.167
C53 1.630 1.927 4.578
As1 1.710 1.919 2.637
C54 3.513 1.319 2.261
C55 1.775 3.805 2.201
H52 2.250 2.745 4.942
H53 2.016 0.988 4.967
H54 0.608 2.068 4.924
H55 4.226 1.934 2.808
H56 3.704 1.404 1.192
H57 3.618 0.282 2.570
H58 2.622 4.245 2.725
H59 0.860 4.296 2.525
H60 1.903 3.943 1.129



# 2
This record from the Open Molecules 2025 dataset describes the molecule C4H4N2OS at a distorted geometry. The level of theory is wB97M-V/def2-TZVPD.

Molar mass ... 128.16 g mol⁻¹
F_max ... 8.37 eV Å⁻¹
HOMO ... -9.0 eV
Charge ... 0

Positions of all 12 atoms, in Å:
N1 -0.427 -0.103 -2.727
C1 -0.613 -0.127 -1.498
C2 -0.581 0.380 -0.123
C3 -0.523 1.669 0.054
N2 -0.009 2.617 -0.870
O1 -1.095 -0.565 0.817
C4 -0.246 -1.416 1.357
S1 1.497 -1.361 1.209
H1 -0.574 2.210 0.983
H2 0.172 2.214 -1.810
H3 0.722 3.327 -0.626
H4 -0.687 -2.095 2.006



# 3
This record from the Open Molecules 2025 dataset describes a structure of composition C4H4O2Tl at a distorted geometry. The level of theory is wB97M-V/def2-TZVPD.

Molar mass ... 288.46 g mol⁻¹
F_max ... 5.94 eV Å⁻¹
HOMO ... -12.3 eV
Charge ... +1

Positions of all 11 atoms, in Å:
H1 0.457 -0.485 1.852
O1 -0.925 -2.722 -1.466
C1 -0.734 -1.616 -1.170
C2 -0.418 -0.355 -0.928
C3 0.439 0.383 1.168
C4 -0.839 0.603 0.499
O2 1.423 0.399 0.367
Tl1 3.504 1.787 0.270
H2 -0.404 0.286 -1.812
H3 -0.881 1.648 0.162
H4 -1.622 0.072 1.057



# 4
This record from the Open Molecules 2025 dataset describes a structure of composition C21H65N10O8P5S at a distorted geometry. The level of theory is wB97M-V/def2-TZVPD.

Molar mass ... 772.75 g mol⁻¹
F_max ... 7.99 eV Å⁻¹
HOMO ... -7.6 eV
Charge ... 0

Positions of all 110 atoms, in Å:
C1 -5.901 -5.559 -3.897
C2 -5.441 -7.071 -3.718
S1 -4.090 -7.381 -4.947
C3 -2.645 -7.811 -3.843
O1 -1.402 -7.680 -4.574
P1 -0.175 -7.125 -3.596
O2 1.165 -7.055 -4.296
O3 -0.006 -8.286 -2.380
O4 -0.537 -5.702 -2.796
P2 -0.900 -4.376 -3.853
N1 -2.548 -3.923 -3.402
O5 -1.024 -4.872 -5.455
H1 -5.968 -5.271 -4.972
H2 -6.884 -5.353 -3.391
H3 -5.103 -4.925 -3.440
H4 -5.029 -7.204 -2.689
H5 -6.348 -7.698 -3.895
H6 -2.642 -7.171 -2.916
H7 -2.782 -8.896 -3.592
H8 -0.492 -7.991 -1.592
H9 -2.426 -3.494 -2.466
H10 -2.996 -4.829 -3.183
H11 -0.146 -5.063 -5.824
O6 -2.182 -2.768 -0.265
P3 -1.735 -3.186 1.153
N2 -2.472 -1.820 1.911
C4 -1.938 -0.927 2.917
C5 -3.936 -1.834 1.925
N3 -0.045 -2.911 0.799
C6 0.658 -1.695 1.173
C7 0.324 -3.193 -0.592
N4 -1.288 -3.861 2.711
C8 -2.370 -4.313 3.582
C9 0.007 -3.903 3.357
H12 -1.739 -1.414 3.880
H13 -2.628 -0.105 3.123
H14 -1.034 -0.420 2.587
H15 -4.329 -2.530 2.675
H16 -4.332 -2.135 0.952
H17 -4.354 -0.847 2.130
H18 0.225 -0.803 0.699
H19 1.710 -1.752 0.878
H20 0.691 -1.548 2.252
H21 0.041 -2.374 -1.263
H22 -0.155 -4.106 -0.942
H23 1.404 -3.342 -0.688
H24 -2.736 -3.501 4.219
H25 -2.056 -5.128 4.237
H26 -3.205 -4.694 2.992
H27 0.213 -2.970 3.889
H28 0.818 -4.115 2.663
H29 0.059 -4.709 4.097
O7 -2.232 4.909 -1.754
P4 -1.781 3.472 -2.080
N5 -0.496 3.467 -0.924
C10 0.868 3.009 -1.066
C11 -0.919 3.457 0.477
N6 -1.250 3.903 -3.691
C12 0.140 4.158 -4.021
C13 -2.029 4.979 -4.319
N7 -1.529 1.778 -2.461
C14 -1.814 0.809 -1.408
C15 -0.920 1.176 -3.628
H30 0.955 1.927 -1.241
H31 1.459 3.226 -0.175
H32 1.407 3.534 -1.852
H33 -1.275 2.466 0.787
H34 -1.732 4.169 0.643
H35 -0.113 3.751 1.151
H36 0.549 5.011 -3.459
H37 0.249 4.379 -5.088
H38 0.773 3.287 -3.862
H39 -1.732 5.967 -3.953
H40 -3.096 4.851 -4.134
H41 -1.889 4.969 -5.405
H42 -0.936 0.635 -0.776
H43 -2.126 -0.158 -1.809
H44 -2.632 1.158 -0.776
H45 0.169 1.144 -3.534
H46 -1.192 1.680 -4.554
H47 -1.258 0.143 -3.767
O8 2.475 3.632 2.068
P5 3.583 4.642 2.434
N8 4.742 3.378 2.653
C16 5.683 3.170 3.731
C17 5.181 2.721 1.421
N9 2.809 5.068 3.944
C18 3.174 4.467 5.214
C19 1.339 5.068 3.892
N10 4.827 5.849 2.716
C20 5.879 5.974 1.711
C21 5.075 6.657 3.891
H48 6.450 3.951 3.808
H49 6.217 2.223 3.614
H50 5.194 3.064 4.697
H51 5.885 3.343 0.855
H52 4.330 2.507 0.770
H53 5.662 1.761 1.616
H54 3.006 3.380 5.221
H55 2.585 4.901 6.028
H56 4.206 4.672 5.491
H57 0.927 4.055 3.961
H58 0.978 5.522 2.969
H59 0.927 5.652 4.719
H60 6.715 5.297 1.918
H61 6.282 6.988 1.663
H62 5.490 5.749 0.717
H63 5.671 6.112 4.628
H64 4.158 7.016 4.356
H65 5.631 7.566 3.640



# 5
This record from the Open Molecules 2025 dataset describes a structure of composition C36H35ClN5O5PtS. The level of theory is wB97M-V/def2-TZVPD.

Molar mass ... 880.30 g mol⁻¹
F_max ... 0.26 eV Å⁻¹
Multiplicity ... 3
HOMO (alpha / beta) ... -8.3 / -10.6 eV
Charge ... +1

Positions of all 84 atoms, in Å:
Pt1 -2.051 0.981 -1.193
C1 -5.124 -0.690 1.351
O1 -5.417 -0.993 -0.041
C2 -4.469 -0.373 -0.746
N1 -3.480 0.138 -0.038
C3 -3.641 -0.286 1.352
C4 -3.284 0.778 2.355
C5 -2.595 0.428 3.511
C6 -2.280 1.391 4.461
C7 -2.637 2.715 4.249
C8 -3.316 3.070 3.090
C9 -3.642 2.105 2.149
C10 -4.439 -0.267 -2.160
C11 -5.348 -0.666 -3.140
C12 -5.065 -0.430 -4.470
C13 -3.864 0.226 -4.849
C14 -2.998 0.604 -3.867
N2 -3.274 0.348 -2.557
C15 -1.712 1.291 -3.961
N3 -1.080 1.594 -2.871
C16 0.242 2.137 -3.218
C17 0.085 2.349 -4.738
O2 -1.119 1.606 -5.102
C18 1.327 1.177 -2.789
C19 1.593 0.044 -3.554
C20 2.552 -0.870 -3.148
C21 3.248 -0.659 -1.965
C22 2.965 0.449 -1.182
C23 2.004 1.366 -1.591
H1 -5.342 -1.575 1.941
H2 -5.767 0.136 1.658
H3 -3.006 -1.162 1.529
H4 -2.301 -0.604 3.667
H5 -1.755 1.107 5.364
H6 -2.391 3.469 4.985
H7 -3.593 4.102 2.921
H8 -4.158 2.388 1.239
H9 -6.268 -1.153 -2.844
H10 -5.767 -0.736 -5.231
H11 -3.635 0.431 -5.885
H12 0.375 3.087 -2.700
H13 0.910 1.950 -5.321
H14 -0.085 3.391 -4.998
H15 1.052 -0.125 -4.479
H16 2.769 -1.739 -3.756
H17 4.025 -1.350 -1.661
H18 3.501 0.602 -0.255
H19 1.772 2.225 -0.972
S1 -0.648 -1.689 -0.684
C24 0.703 -2.679 -0.226
N4 0.778 -3.895 -0.767
C25 1.882 -4.818 -0.502
C26 3.136 -4.008 -0.229
C27 2.866 -3.010 0.881
N5 1.644 -2.256 0.591
H20 0.025 -4.179 -1.370
H21 2.003 -5.456 -1.375
H22 1.635 -5.454 0.352
H23 3.426 -3.478 -1.138
H24 3.955 -4.668 0.054
H25 3.680 -2.292 0.978
H26 2.761 -3.518 1.842
H27 1.510 -1.329 0.985
C28 4.609 2.378 1.610
C29 4.063 1.175 2.323
C30 4.899 0.181 2.806
C31 4.386 -0.909 3.497
Cl1 5.458 -2.154 4.061
C32 3.030 -1.013 3.731
C33 2.171 -0.041 3.229
C34 2.682 1.038 2.522
O3 1.923 2.032 1.967
C35 0.514 2.029 2.146
C36 -0.164 1.176 1.069
O4 0.011 -0.062 1.101
O5 -0.833 1.830 0.228
H28 5.688 2.294 1.487
H29 4.395 3.292 2.165
H30 4.156 2.492 0.623
H31 5.969 0.264 2.658
H32 2.638 -1.849 4.295
H33 1.109 -0.157 3.380
H34 0.188 3.058 2.033
H35 0.235 1.669 3.136



# 6
This record from the Open Molecules 2025 dataset describes a structure of composition C14H17N4O5S2Ti. The level of theory is wB97M-V/def2-TZVPD.

Molar mass ... 433.31 g mol⁻¹
F_max ... 0.60 eV Å⁻¹
HOMO ... -11.7 eV
Charge ... +1

Positions of all 43 atoms, in Å:
Ti1 -0.069 0.282 -0.305
O1 -0.502 -1.755 -0.831
C1 -0.501 -2.941 0.000
C2 0.912 -3.364 0.380
N1 1.675 -2.335 1.042
C3 1.284 -1.860 2.339
C4 0.603 -0.498 2.293
O2 0.919 0.433 2.979
O3 -0.397 -0.420 1.377
C5 2.841 -1.782 0.386
C6 2.379 -1.006 -0.837
O4 2.448 -1.408 -1.960
O5 1.733 0.153 -0.523
H1 -0.300 -1.956 -1.757
H2 -1.015 -3.735 -0.542
H3 -1.086 -2.675 0.875
H4 1.459 -3.669 -0.514
H5 0.818 -4.253 1.017
H6 2.137 -1.776 3.016
H7 0.577 -2.567 2.781
H8 3.535 -2.558 0.058
H9 3.355 -1.113 1.077
C7 -2.479 -0.400 -5.012
S1 -3.498 -0.210 -3.535
C8 -2.392 0.387 -2.351
S2 -0.657 0.484 -2.651
N2 -2.937 0.755 -1.229
N3 -1.981 1.229 -0.374
C9 -2.213 2.206 0.407
C10 -1.025 2.753 1.064
C11 -1.054 3.796 1.962
C12 0.152 4.289 2.453
C13 1.337 3.729 2.020
C14 1.288 2.674 1.122
N4 0.138 2.202 0.647
H10 -3.166 -0.756 -5.777
H11 -1.693 -1.134 -4.862
H12 -2.060 0.552 -5.322
H13 -3.199 2.646 0.519
H14 -2.001 4.219 2.266
H15 0.156 5.106 3.162
H16 2.293 4.087 2.373
H17 2.188 2.191 0.766



# 7
This record from the Open Molecules 2025 dataset describes a cluster of 6 separate species, C20H44NO10S5 in total at a distorted geometry. The level of theory is wB97M-V/def2-TZVPD.

Molar mass ... 618.90 g mol⁻¹
F_max ... 8.94 eV Å⁻¹
HOMO ... -12.5 eV
Charge ... +1

Positions of all 80 atoms, in Å:
N1 -0.812 -1.386 -1.575
H1 -0.237 -1.989 -2.128
H2 -0.666 -0.382 -1.778
H3 -0.461 -1.500 -0.682
H4 -1.680 -1.716 -1.319
C1 -4.591 2.911 0.704
C2 -5.451 1.698 1.140
C3 -4.532 0.469 0.936
S1 -2.984 0.951 1.316
O1 -2.059 0.568 0.260
O2 -2.698 0.610 2.655
C4 -3.095 2.681 1.323
H5 -4.885 3.944 1.033
H6 -4.455 2.962 -0.406
H7 -6.318 1.719 0.587
H8 -5.815 1.726 2.139
H9 -4.438 0.071 -0.010
H10 -4.810 -0.441 1.521
H11 -2.573 3.147 0.661
H12 -3.124 2.865 2.538
C5 5.782 -1.965 -1.528
C6 5.027 -0.974 -2.311
C7 4.223 -1.849 -3.182
S2 3.348 -2.914 -2.201
O3 3.313 -4.214 -2.931
O4 2.231 -2.341 -1.563
C8 4.778 -3.054 -1.062
H13 6.444 -1.602 -0.748
H14 6.497 -2.495 -2.109
H15 5.626 -0.284 -2.956
H16 4.232 -0.540 -1.778
H17 4.842 -2.409 -3.992
H18 3.515 -1.136 -3.543
H19 5.322 -4.038 -1.049
H20 4.240 -2.811 -0.149
C9 -2.371 -5.887 2.573
C10 -0.908 -5.574 3.137
C11 -0.438 -4.480 2.309
S3 -1.804 -3.387 1.926
O5 -1.819 -3.243 0.498
O6 -1.859 -2.136 2.730
C12 -3.037 -4.480 2.441
H21 -3.117 -6.382 3.308
H22 -2.436 -6.386 1.627
H23 -0.252 -6.508 3.138
H24 -0.908 -5.279 4.135
H25 -0.245 -4.676 1.314
H26 0.499 -4.099 2.673
H27 -3.784 -4.572 1.641
H28 -3.371 -4.079 3.364
C13 2.037 3.051 1.714
C14 3.212 2.072 1.836
C15 2.945 0.794 0.928
S4 1.229 0.819 0.677
O7 0.689 -0.325 1.294
O8 0.856 1.134 -0.623
C16 0.732 2.238 1.610
H29 2.196 3.649 0.953
H30 2.181 3.677 2.659
H31 3.350 1.747 2.922
H32 4.029 2.803 1.565
H33 3.221 -0.067 1.503
H34 3.599 0.847 -0.066
H35 0.059 1.734 2.544
H36 -0.192 2.925 1.015
C17 -0.873 4.626 -1.406
C18 0.496 4.476 -1.813
C19 0.392 3.929 -3.256
S5 -0.930 2.899 -3.383
O9 -0.597 1.510 -3.316
O10 -1.789 3.444 -4.390
C20 -1.657 3.365 -1.856
H37 -1.195 5.501 -1.877
H38 -1.077 4.704 -0.322
H39 0.925 3.695 -1.060
H40 1.097 5.422 -1.811
H41 1.252 3.279 -3.516
H42 0.234 4.762 -3.922
H43 -1.604 2.442 -1.165
H44 -2.702 3.735 -2.065



Q: Which value of F_max does entry 2 give?
A: 8.37 eV Å⁻¹



Q: charge of number 6 (C14H17N4O5S2Ti)?
A: +1



Q: Number 1 is which compound?
A: C55H60AsFNO4S2Ti